# 1
{"formula": "C5H4N2", "method": "ωB97M-V with the def2-TZVPD basis set", "e_lumo_ha": 0.0212, "relative_energy_kcal_mol": 90.8, "homo_energy_ev": -8.499, "total_charge": 0, "species": ["C", "C", "C", "C", "N", "N", "C", "H", "H", "H", "H"], "positions_angstrom": [[2.901, -0.609, 0.619], [1.762, -0.271, 0.403], [0.422, 0.110, 0.080], [-0.710, -0.613, 0.397], [-1.763, -0.018, -0.197], [-1.258, 1.108, -0.820], [0.067, 1.251, -0.739], [3.915, -0.900, 0.778], [-0.843, -1.514, 0.981], [-2.746, -0.178, -0.056], [-1.881, 1.644, -1.404]], "mulliken_charge": [0.15, -0.40, 0.03, -0.43, -0.13, -0.01, -0.46, 0.42, 0.43, 0.20, 0.20]}

---

# 2
{"formula": "C5H4N2O", "method": "ωB97M-V with the def2-TZVPD basis set", "e_lumo_ha": -0.0095, "smiles": "O=c1ccnccn1", "relative_energy_kcal_mol": 71.0, "homo_energy_ev": -9.696, "total_charge": 0, "species": ["O", "C", "C", "C", "N", "C", "C", "N", "H", "H", "H", "H"], "positions_angstrom": [[-2.218, -0.010, 0.641], [-1.220, -0.074, 0.113], [-0.622, 1.251, -0.292], [0.724, 1.387, -0.442], [1.705, 0.684, 0.473], [1.567, -0.572, 0.503], [0.648, -1.500, -0.388], [-0.609, -1.227, -0.527], [-0.971, 1.947, -1.060], [1.034, 2.379, -0.797], [2.387, -0.963, 1.169], [1.043, -2.435, -1.027]], "mulliken_charge": [-0.39, 0.41, -0.14, -0.30, -0.37, -0.14, 0.05, -0.39, 0.25, 0.35, 0.36, 0.33]}

---

# 3
{"formula": "C5H4N2O", "method": "ωB97M-V with the def2-TZVPD basis set", "e_lumo_ha": -0.0016, "smiles": "C#CC1=NCC(=O)N1", "relative_energy_kcal_mol": 119.5, "homo_energy_ev": -9.434, "total_charge": 0, "species": ["C", "C", "C", "N", "C", "C", "O", "N", "H", "H", "H", "H"], "positions_angstrom": [[3.147, -0.509, 0.325], [1.986, -0.029, 0.007], [0.619, 0.341, -0.388], [0.149, 1.452, -0.270], [-1.289, 1.154, 0.366], [-1.409, -0.375, 0.121], [-2.375, -1.204, 0.174], [-0.129, -0.643, -0.481], [4.091, -1.127, 0.923], [-2.226, 1.619, -0.348], [-1.462, 1.437, 1.513], [0.138, -1.467, -0.824]], "mulliken_charge": [-0.14, -0.09, 0.25, -0.55, -0.22, 0.35, -0.59, 0.07, 0.32, 0.26, 0.27, 0.07]}

---

# 4
{"formula": "C5H4N2O", "method": "ωB97M-V with the def2-TZVPD basis set", "e_lumo_ha": -0.0489, "smiles": "O=Nc1ccccn1", "relative_energy_kcal_mol": 83.2, "homo_energy_ev": -9.902, "total_charge": 0, "species": ["O", "N", "C", "C", "C", "C", "C", "N", "H", "H", "H", "H"], "positions_angstrom": [[-0.819, 0.677, -2.575], [-0.919, 1.278, -1.400], [-0.340, 0.356, -0.326], [-0.271, -1.064, -0.333], [0.122, -1.725, 0.877], [0.774, -0.883, 1.797], [1.088, 0.475, 1.548], [0.404, 1.058, 0.620], [-0.562, -1.610, -1.196], [-0.200, -2.748, 0.846], [1.171, -1.487, 2.652], [1.511, 1.125, 2.386]], "mulliken_charge": [-0.27, -0.04, 0.37, -0.21, -0.36, -0.23, -0.24, -0.41, 0.42, 0.38, 0.29, 0.32]}

---

# 5
{"formula": "C5H4N2O", "method": "ωB97M-V with the def2-TZVPD basis set", "e_lumo_ha": -0.0332, "smiles": "CC(C#N)(C#N)C=O", "relative_energy_kcal_mol": 122.1, "homo_energy_ev": -10.919, "total_charge": 0, "species": ["C", "C", "C", "N", "C", "N", "C", "O", "H", "H", "H", "H"], "positions_angstrom": [[-0.619, 1.386, -0.128], [0.166, 0.054, -0.011], [1.554, 0.280, -0.602], [2.570, 0.243, -1.055], [0.278, -0.473, 1.225], [-0.352, -0.538, 2.425], [-0.848, -0.838, -0.723], [-1.998, -0.499, -0.883], [-1.590, 1.156, 0.383], [-0.633, 1.941, -1.005], [-0.437, 2.242, 0.683], [-0.066, -1.734, -1.154]], "mulliken_charge": [-1.40, 1.23, -0.12, -0.34, -0.05, -0.40, 0.11, -0.39, 0.39, 0.42, 0.30, 0.24]}

---

# 6
{"formula": "C5H4N2O2", "method": "ωB97M-V with the def2-TZVPD basis set", "e_lumo_ha": -0.0059, "relative_energy_kcal_mol": 144.4, "homo_energy_ev": -9.534, "total_charge": 0, "species": ["C", "C", "C", "C", "C", "N", "N", "O", "O", "H", "H", "H", "H"], "positions_angstrom": [[-2.012, -0.291, 0.230], [-1.349, -1.569, 0.447], [-1.357, 0.688, -0.332], [1.592, -0.391, -0.166], [2.407, 0.918, 0.286], [1.348, 0.093, 0.984], [2.391, 0.058, -1.040], [-0.414, -2.020, -0.158], [-0.771, 1.603, -0.749], [-3.117, -0.114, 0.343], [-1.802, -2.163, 1.373], [2.107, 2.056, 0.146], [3.323, 0.931, 0.754]], "mulliken_charge": [-0.60, 0.17, 0.71, 0.59, 0.00, -0.48, -0.55, -0.48, -0.34, 0.31, 0.26, 0.16, 0.25]}

---

# 7
{"formula": "C5H4N2O2S", "method": "ωB97M-V with the def2-TZVPD basis set", "e_lumo_ha": -0.0038, "smiles": "O=C(O)c1nccnc1S", "relative_energy_kcal_mol": 27.4, "homo_energy_ev": -9.432, "total_charge": 0, "species": ["O", "C", "O", "C", "N", "C", "C", "N", "C", "S", "H", "H", "H", "H"], "positions_angstrom": [[-0.238, 0.735, -2.576], [-0.550, 0.874, -1.395], [-1.720, 1.479, -0.927], [0.326, 0.441, -0.250], [1.496, 1.052, -0.121], [2.232, 0.634, 0.832], [1.906, -0.276, 1.682], [0.744, -0.998, 1.554], [-0.076, -0.651, 0.592], [-1.577, -1.498, 0.376], [-2.255, 1.571, -1.598], [3.204, 1.116, 0.916], [2.525, -0.901, 2.485], [-1.284, -2.034, 1.414]], "mulliken_charge": [-0.51, 0.13, -0.36, 0.52, -0.50, -0.22, -0.13, -0.57, 0.72, -0.20, 0.30, 0.39, 0.31, 0.14]}

---

# 8
{"formula": "C5H4N2O2S", "method": "ωB97M-V with the def2-TZVPD basis set", "e_lumo_ha": -0.0057, "smiles": "O=[N+]([O-])Sc1ccccn1", "relative_energy_kcal_mol": 63.4, "homo_energy_ev": -9.935, "total_charge": 0, "species": ["O", "N", "O", "S", "C", "C", "C", "C", "C", "N", "H", "H", "H", "H"], "positions_angstrom": [[-2.559, -0.455, -0.575], [-2.742, -1.165, 0.366], [-3.718, -1.765, 0.687], [-1.363, -1.353, 1.517], [-0.116, -0.468, 0.590], [0.389, 0.732, 1.062], [1.336, 1.370, 0.275], [1.717, 0.787, -0.924], [1.144, -0.426, -1.284], [0.252, -1.044, -0.535], [0.050, 1.145, 1.999], [1.762, 2.310, 0.592], [2.443, 1.261, -1.565], [1.406, -0.928, -2.205]], "mulliken_charge": [-0.50, 0.96, -0.58, -0.10, 0.48, -0.36, -0.31, -0.37, -0.28, -0.47, 0.40, 0.38, 0.36, 0.39]}

---

# 9
{"formula": "C5H4N2O3", "method": "ωB97M-V with the def2-TZVPD basis set", "e_lumo_ha": -0.0495, "smiles": "N#Cc1nccc(=O)o1.O", "relative_energy_kcal_mol": 9.9, "homo_energy_ev": -10.690, "total_charge": 0, "species": ["N", "C", "C", "N", "C", "C", "C", "O", "O", "H", "H", "O", "H", "H"], "positions_angstrom": [[2.697, 0.187, 0.781], [1.577, 0.097, 0.493], [0.147, -0.184, 0.397], [-0.280, -1.376, 0.245], [-1.649, -1.550, 0.324], [-2.508, -0.511, 0.433], [-1.992, 0.840, 0.518], [-2.599, 1.874, 0.547], [-0.598, 0.911, 0.535], [-1.997, -2.583, 0.360], [-3.586, -0.651, 0.508], [3.742, 1.296, -1.896], [3.041, 0.727, -2.229], [4.004, 0.922, -1.014]], "mulliken_charge": [-0.46, 0.15, 0.70, -0.48, -0.12, -0.34, 0.56, -0.52, -0.28, 0.44, 0.37, -0.65, 0.29, 0.35]}

---

# 10
{"formula": "C5H4N4O", "method": "ωB97M-V with the def2-TZVPD basis set", "e_lumo_ha": [-0.0903, -0.0543], "relative_energy_kcal_mol": 133.2, "homo_energy_ev": [-9.067, -9.655], "total_charge": 0, "species": ["C", "C", "C", "C", "C", "N", "N", "N", "N", "O", "H", "H", "H", "H"], "positions_angstrom": [[-1.497, 1.874, 0.367], [-0.094, -0.603, 0.816], [-0.826, -0.415, 2.111], [0.383, 0.263, 0.022], [1.272, 0.769, -1.064], [-1.531, 2.343, -0.696], [-1.350, 0.695, 2.373], [-1.348, 1.705, 1.616], [0.812, 1.714, -1.797], [2.401, 0.297, -1.166], [-0.185, -1.780, 0.677], [-0.827, -1.143, 2.902], [-0.109, 2.051, -1.866], [1.492, 1.884, -2.540]], "mulliken_charge": [0.60, -0.12, -0.03, -0.12, 0.51, -0.65, -0.14, -0.35, -0.30, -0.60, 0.25, 0.45, 0.27, 0.23]}

---

# 11
{"formula": "C5H4N4O2", "method": "ωB97M-V with the def2-TZVPD basis set", "e_lumo_ha": -0.0186, "relative_energy_kcal_mol": 186.4, "homo_energy_ev": -9.410, "total_charge": 0, "species": ["C", "C", "C", "C", "C", "N", "N", "N", "N", "O", "O", "H", "H", "H", "H"], "positions_angstrom": [[-0.565, 2.613, -0.534], [0.592, 1.974, -1.024], [-0.618, 0.684, 0.265], [0.755, -1.551, 0.056], [-0.438, -1.394, 0.669], [-1.314, 1.742, 0.311], [0.524, 0.735, -0.386], [1.307, -0.411, -0.516], [-1.154, -2.250, 1.477], [-0.751, -3.404, 1.430], [-2.000, -1.753, 2.185], [-0.951, 3.635, -0.745], [1.390, 2.225, -1.756], [1.322, -2.355, -0.125], [1.899, -0.490, -1.307]], "mulliken_charge": [-0.43, -0.07, 0.28, -0.38, -0.02, -0.58, 0.36, -0.45, 0.88, -0.58, -0.54, 0.38, 0.35, 0.55, 0.24]}

---

# 12
{"formula": "C5H4N4O2", "method": "ωB97M-V with the def2-TZVPD basis set", "e_lumo_ha": 0.0193, "smiles": "O=c1[nH]c(=O)c2c[nH]nc2[nH]1", "relative_energy_kcal_mol": 5.3, "homo_energy_ev": -9.476, "total_charge": 0, "species": ["O", "C", "N", "C", "O", "C", "C", "N", "N", "C", "N", "H", "H", "H", "H"], "positions_angstrom": [[-0.096, -3.127, 0.132], [-0.164, -1.958, -0.376], [-1.009, -1.735, -1.392], [-1.151, -0.583, -2.044], [-1.764, -0.545, -3.092], [-0.508, 0.593, -1.524], [-0.825, 1.963, -1.262], [0.013, 2.273, -0.231], [0.780, 1.296, 0.220], [0.354, 0.255, -0.464], [0.706, -1.010, -0.081], [-1.485, -2.546, -1.739], [-1.607, 2.715, -1.760], [0.087, 3.218, 0.202], [1.226, -1.154, 0.790]], "mulliken_charge": [-0.69, 0.25, -0.05, 0.43, -0.63, 0.28, -0.47, 0.31, -0.93, 0.48, -0.10, 0.22, 0.35, 0.24, 0.31]}

---

# 13
{"formula": "C5H4N4O2", "method": "ωB97M-V with the def2-TZVPD basis set", "e_lumo_ha": -0.0656, "smiles": "O=C1N=NC(O)=C2N=CN[C@@H]12", "relative_energy_kcal_mol": 84.8, "homo_energy_ev": -8.334, "total_charge": 0, "species": ["O", "C", "N", "N", "C", "O", "C", "N", "C", "N", "C", "H", "H", "H", "H"], "positions_angstrom": [[-3.457, 1.144, -0.790], [-2.608, 0.908, 0.044], [-2.915, 0.395, 1.315], [-1.919, -0.015, 2.087], [-0.608, -0.090, 1.570], [0.294, -0.814, 2.235], [-0.200, 0.448, 0.369], [1.003, 0.212, -0.291], [0.829, 0.614, -1.510], [-0.409, 1.177, -1.615], [-1.172, 1.316, -0.364], [1.136, -0.704, 1.774], [1.624, 0.584, -2.276], [-0.626, 1.731, -2.442], [-1.106, 2.383, -0.055]], "mulliken_charge": [-0.50, 0.35, -0.44, -0.24, 0.04, -0.52, 0.78, -0.72, -0.13, -0.23, 0.40, 0.39, 0.38, 0.23, 0.22]}

---

# 14
{"formula": "C5H4N4S2", "method": "ωB97M-V with the def2-TZVPD basis set", "e_lumo_ha": 0.0151, "smiles": "c1csc(Sn2nccn2)n1", "relative_energy_kcal_mol": 0.0, "homo_energy_ev": -9.044, "total_charge": 0, "species": ["C", "C", "S", "C", "S", "N", "N", "C", "C", "N", "N", "H", "H", "H", "H"], "positions_angstrom": [[1.777, 1.129, -0.971], [2.209, 0.963, -2.258], [1.344, -0.346, -2.989], [0.398, -0.473, -1.483], [-0.969, -1.653, -1.206], [-1.470, -1.006, 0.362], [-1.871, 0.175, 0.654], [-1.828, 0.299, 1.974], [-1.321, -0.921, 2.462], [-1.090, -1.674, 1.413], [0.758, 0.279, -0.530], [2.078, 1.966, -0.342], [3.034, 1.307, -2.833], [-2.031, 1.269, 2.404], [-1.017, -1.315, 3.343]], "mulliken_charge": [-0.60, -0.11, -0.10, 0.43, -0.04, 0.67, -0.54, -0.25, -0.22, -0.56, -0.29, 0.35, 0.41, 0.38, 0.48]}

---

# 15
{"formula": "C5H4NO2", "method": "ωB97M-V with the def2-TZVPD basis set", "e_lumo_ha": [0.1466, 0.1124], "relative_energy_kcal_mol": 130.0, "homo_energy_ev": [-3.067, -2.539], "total_charge": -1, "species": ["C", "C", "C", "C", "C", "N", "O", "O", "H", "H", "H", "H"], "positions_angstrom": [[-0.421, 1.515, -0.601], [2.155, -0.128, 1.187], [-1.591, 0.883, -1.199], [0.663, -0.137, 1.087], [0.228, 0.109, -0.437], [-1.127, -0.416, -0.620], [2.880, -0.634, 0.322], [-2.712, 1.027, -1.657], [0.340, -1.188, 1.353], [0.213, 0.479, 1.923], [0.880, -0.315, -1.201], [-1.508, -1.194, -0.158]], "mulliken_charge": [-1.15, -0.13, 0.69, -0.29, 0.26, -0.36, -0.38, -0.67, 0.23, 0.36, 0.28, 0.16]}

---

# 16
{"formula": "C5H4NO2", "method": "ωB97M-V with the def2-TZVPD basis set", "e_lumo_ha": 0.1497, "relative_energy_kcal_mol": 108.1, "homo_energy_ev": -2.635, "total_charge": -1, "species": ["C", "C", "C", "C", "C", "N", "O", "O", "H", "H", "H", "H"], "positions_angstrom": [[0.969, 0.111, -1.120], [0.313, -1.682, -0.121], [1.436, 0.902, 0.032], [-0.871, -0.760, 0.096], [-0.458, 0.536, -0.634], [0.169, 1.375, 0.238], [0.498, -2.803, 0.127], [2.513, 1.186, 0.546], [-2.038, -1.058, -0.118], [-1.054, -0.499, 1.206], [-1.172, 0.945, -1.288], [-0.306, 1.748, 1.035]], "mulliken_charge": [-0.58, -0.04, 0.46, -0.45, -0.04, -0.28, -0.43, -0.72, 0.29, 0.18, 0.37, 0.24]}

---

# 17
{"formula": "C5H4NiO", "method": "ωB97M-V with the def2-TZVPD basis set", "e_lumo_ha": [-0.1933, -0.2411], "homo_energy_ev": [-11.114, -13.717], "total_charge": 1, "multiplicity": 4, "species": ["C", "H", "H", "H", "C", "C", "C", "C", "O", "Ni", "H"], "positions_angstrom": [[0.463, 1.633, -0.371], [-0.267, 2.266, -0.885], [2.377, 0.779, -1.308], [1.696, 1.875, -0.122], [1.301, 0.655, -1.163], [0.069, 0.316, -0.068], [-0.555, -0.580, 0.663], [-1.237, -1.406, 1.325], [-1.957, -2.133, 1.944], [-2.830, -3.705, 2.118], [0.939, 0.300, -2.134]], "mulliken_charge": [-0.42, 0.26, 0.30, 0.24, -0.61, -0.53, 0.81, 0.46, -0.62, 0.84, 0.27]}

---

# 18
{"formula": "C5H4O2", "method": "ωB97M-V with the def2-TZVPD basis set", "e_lumo_ha": [-0.0071, 0.0116], "relative_energy_kcal_mol": 115.2, "homo_energy_ev": [-7.926, -7.293], "total_charge": 0, "species": ["O", "C", "O", "C", "C", "C", "C", "H", "H", "H", "H"], "positions_angstrom": [[2.184, -1.534, 0.862], [1.676, -0.630, 0.331], [-0.854, -1.117, 0.794], [-1.492, -0.969, -0.352], [-1.260, 0.342, 0.311], [-0.099, 1.020, -0.051], [1.203, 0.438, -0.306], [-1.004, -1.381, -1.247], [-2.088, 0.839, 0.805], [-0.165, 2.105, -0.136], [1.899, 0.888, -1.010]], "mulliken_charge": [-0.36, 0.76, -0.33, -0.14, -0.09, -0.44, -0.75, 0.24, 0.39, 0.38, 0.35]}

---

# 19
{"formula": "C5H4O2", "method": "ωB97M-V with the def2-TZVPD basis set", "e_lumo_ha": -0.0003, "smiles": "C=C/C=C1/OC1=O", "relative_energy_kcal_mol": 55.6, "homo_energy_ev": -9.400, "total_charge": 0, "species": ["C", "C", "C", "C", "O", "C", "O", "H", "H", "H", "H"], "positions_angstrom": [[-1.533, -0.791, -0.221], [-0.310, -1.320, -0.273], [0.906, -0.642, 0.204], [0.963, 0.675, 0.251], [1.866, 1.713, 0.635], [0.623, 2.030, 0.124], [-0.013, 2.998, -0.123], [-1.718, 0.183, 0.229], [-2.392, -1.312, -0.630], [-0.166, -2.310, -0.700], [1.775, -1.223, 0.504]], "mulliken_charge": [-0.75, 0.02, -0.42, 0.19, -0.41, 0.71, -0.46, 0.21, 0.25, 0.30, 0.37]}

---

# 20
{"formula": "C5H4O2", "method": "ωB97M-V with the def2-TZVPD basis set", "e_lumo_ha": 0.0123, "smiles": "O=C=C1CCC1=O", "relative_energy_kcal_mol": 45.2, "homo_energy_ev": -9.352, "total_charge": 0, "species": ["O", "C", "C", "C", "C", "C", "O", "H", "H", "H", "H"], "positions_angstrom": [[3.148, 1.084, 0.062], [2.023, 0.800, -0.004], [0.810, 0.374, -0.042], [-0.677, 0.836, -0.180], [-1.120, -0.629, 0.199], [0.235, -1.111, -0.041], [0.764, -2.151, -0.130], [-1.046, 1.441, 0.693], [-0.773, 1.113, -1.271], [-1.980, -0.972, -0.547], [-1.384, -0.785, 1.262]], "mulliken_charge": [-0.41, 0.70, -0.33, -0.47, -0.28, 0.28, -0.50, 0.26, 0.28, 0.23, 0.24]}